No. 1
Computed, not measured: a 6-piece molecular cluster, C22H47FO18SSi overall, with ωB97M-V/def2-TZVPD.

Geometry as XYZ:
```
90
Properties=species:S:1:pos:R:3:forces:R:3:mulliken_charge:R:1
C -5.149795 0.755934 -4.010874 0.21 -0.17 0.03 -1.27
C -4.753656 -0.585208 -3.388092 -0.21 -0.10 -0.24 0.39
F -4.111810 -0.358632 -2.156737 -0.02 -0.02 -0.07 -0.36
C -3.829876 -1.423235 -4.275197 -0.19 -0.13 0.34 -0.89
Si -2.083399 -0.745017 -4.433867 0.07 0.12 -0.10 0.35
S -0.821109 -2.098732 -5.527017 0.02 0.03 -0.19 -0.34
C -1.962445 0.860736 -5.416698 -0.06 0.01 -0.14 -0.66
O -0.586899 1.112983 -5.710545 0.10 -0.03 0.03 -0.42
C 0.117357 1.868471 -4.736148 -0.19 -0.03 0.01 -0.43
O 1.405644 1.368987 -4.601010 0.03 0.23 0.16 -0.40
C 1.606250 0.439594 -3.545132 0.13 -0.28 0.05 0.07
C 1.619529 1.046394 -2.152060 0.21 -0.10 0.08 -0.50
O 0.305712 1.032427 -1.591056 -0.03 0.00 -0.36 -0.42
H -4.647616 1.564669 -3.472128 -0.10 -0.08 -0.07 0.31
H -6.227764 0.913847 -3.965198 0.11 0.06 0.04 0.27
H -4.824022 0.780807 -5.055205 -0.15 0.13 0.08 0.36
H -5.646668 -1.171896 -3.148675 0.08 0.12 0.05 0.35
H -4.303043 -1.533183 -5.258147 0.14 0.03 0.06 0.49
H -3.773619 -2.434014 -3.846832 0.08 0.11 -0.10 0.45
H -1.467592 -0.507643 -3.125995 -0.06 0.02 0.17 -0.07
H -1.417365 -3.212338 -5.087418 -0.09 -0.07 0.10 0.10
H -2.425861 1.716000 -4.908105 -0.01 -0.06 -0.05 0.52
H -2.469214 0.739770 -6.382523 0.04 0.09 0.12 0.34
H -0.426623 1.853737 -3.781992 0.06 -0.03 -0.07 0.37
H 0.210404 2.898900 -5.096098 0.01 -0.08 -0.02 0.23
H 2.586950 -0.007231 -3.732784 -0.10 0.13 -0.05 0.37
H 0.876362 -0.378330 -3.591109 -0.01 0.10 0.04 -0.08
H 2.020523 2.066863 -2.191480 -0.04 -0.09 -0.08 0.30
H 2.300237 0.454219 -1.525558 -0.13 0.02 -0.03 0.35
H 0.307635 1.594101 -0.816536 0.01 0.09 0.24 0.24
C 6.205001 3.512262 -0.658571 0.07 0.03 -0.02 -0.62
O 6.106044 3.064386 0.697758 0.04 0.02 -0.01 -0.34
C 4.901693 2.612746 1.037972 0.05 -0.01 0.03 0.87
O 3.940282 2.566984 0.315520 -0.16 0.02 -0.11 -0.53
O 4.939810 2.224399 2.307631 0.02 -0.04 0.06 -0.34
C 3.702080 1.697647 2.800090 -0.14 -0.01 0.16 -0.52
H 7.231166 3.844326 -0.779235 0.00 0.00 0.00 0.21
H 5.987730 2.698137 -1.346956 -0.03 0.00 0.00 0.29
H 5.517330 4.335665 -0.841042 -0.02 -0.01 0.00 0.28
H 3.404858 0.812011 2.241594 0.03 0.03 -0.07 0.29
H 2.917592 2.449614 2.742207 -0.01 -0.01 -0.03 0.20
H 3.879016 1.440239 3.839365 0.07 0.02 -0.01 0.21
C 3.108763 5.696782 3.134785 0.07 -0.02 -0.15 -0.59
O 2.567869 6.478712 4.203044 0.02 0.01 -0.03 -0.32
C 2.070642 5.751965 5.200559 0.00 0.05 0.00 0.77
O 2.047205 4.549844 5.250284 0.00 -0.13 0.01 -0.55
O 1.603706 6.578582 6.131324 -0.02 0.04 0.04 -0.34
C 1.036219 5.922808 7.270087 -0.03 0.05 0.06 -0.62
H 3.471408 6.405039 2.396491 -0.01 0.05 0.04 0.28
H 3.929172 5.076707 3.492770 -0.01 -0.03 0.00 0.29
H 2.337516 5.066270 2.695669 0.01 -0.02 0.01 0.27
H 1.782569 5.306996 7.767699 0.00 -0.02 -0.02 0.30
H 0.192310 5.303433 6.973261 0.01 -0.02 -0.01 0.29
H 0.705830 6.720281 7.927905 0.00 0.00 0.00 0.21
C 1.603108 -4.709068 1.475920 0.08 -0.10 0.10 -0.62
O 0.349826 -4.638225 0.787816 -0.01 -0.03 0.02 -0.34
C 0.232373 -3.594080 -0.030519 0.01 -0.03 0.05 0.70
O 1.071077 -2.750878 -0.214996 0.07 0.08 -0.03 -0.55
O -0.965995 -3.643078 -0.603265 -0.08 0.04 -0.06 -0.41
C -1.223824 -2.563837 -1.516117 -0.01 -0.11 0.04 -0.37
H 1.553778 -5.599116 2.094534 -0.02 0.00 -0.01 0.23
H 2.427075 -4.794850 0.771005 0.00 0.04 -0.02 0.29
H 1.749847 -3.829778 2.099926 0.00 0.03 -0.03 0.29
H -0.499327 -2.580426 -2.328805 0.01 0.05 0.01 0.26
H -1.181886 -1.605997 -1.004692 0.06 0.04 0.00 0.35
H -2.227522 -2.736282 -1.895245 0.01 -0.02 0.03 0.11
C -10.357412 0.963178 -2.075529 -0.08 0.01 -0.02 -0.60
O -10.055732 0.634934 -0.716175 -0.06 0.01 -0.01 -0.33
C -8.760257 0.458669 -0.469902 0.00 -0.02 0.08 0.84
O -7.870789 0.552027 -1.274563 0.09 0.01 -0.19 -0.54
O -8.611593 0.161674 0.816584 0.00 -0.01 0.05 -0.33
C -7.251652 -0.055157 1.214219 0.01 -0.02 0.08 -0.59
H -11.436396 1.073681 -2.114147 0.00 0.00 0.00 0.20
H -9.872128 1.894372 -2.361200 0.03 -0.01 0.00 0.28
H -10.036051 0.165274 -2.742200 0.03 0.00 0.00 0.28
H -6.656685 0.839425 1.043212 0.00 0.00 -0.03 0.28
H -6.819901 -0.887953 0.663163 0.01 0.01 -0.03 0.28
H -7.294266 -0.284584 2.274073 -0.01 0.00 0.00 0.21
C 4.263693 -6.284822 5.911886 0.00 -0.01 0.08 -0.61
O 5.551812 -6.149514 5.302962 0.00 -0.01 0.06 -0.32
C 5.517521 -5.934640 3.991110 0.04 0.00 0.02 0.83
O 4.523728 -5.850730 3.317860 -0.15 0.02 -0.09 -0.53
O 6.766483 -5.828140 3.549411 0.05 0.00 -0.02 -0.33
C 6.875423 -5.591256 2.141362 0.07 0.01 -0.03 -0.61
H 4.458494 -6.452974 6.966204 0.00 0.00 0.00 0.21
H 3.679246 -5.377028 5.775983 -0.01 0.00 -0.03 0.29
H 3.726888 -7.130757 5.487319 -0.01 0.01 -0.02 0.29
H 6.385184 -4.658010 1.871773 -0.03 -0.01 0.00 0.29
H 6.431743 -6.411358 1.580609 -0.03 0.01 0.00 0.29
H 7.940079 -5.529516 1.940425 0.00 0.00 0.00 0.21
```
Positions in Å, forces in eV/Å.

Calculated values
E: -3008.35848 Ha
Spin multiplicity: 1
Orbital gap: 9.4855 eV



No. 2
Computed, not measured: C5H9NO in the gas phase, with ωB97M-V/def2-TZVPD.

Geometry as XYZ:
```
16
Properties=species:S:1:pos:R:3:forces:R:3:mulliken_charge:R:1
C -2.011745 -0.430934 -0.021578 0.07 -0.03 -0.01 -1.24
C -1.175979 0.616707 0.676260 -0.18 0.13 -0.12 0.04
N -0.107127 0.266603 1.615609 0.09 -0.25 0.10 -0.68
C 0.245991 0.881275 0.342181 0.09 0.23 -0.20 -0.19
C 0.966049 0.158216 -0.759220 -0.18 0.23 -0.07 0.03
C 2.300841 -0.431725 -0.628695 0.23 0.08 0.02 -0.40
O 1.131493 -1.246584 -0.677584 -0.09 -0.22 0.08 -0.44
H -2.491464 0.000943 -0.908247 0.09 -0.08 0.12 0.29
H -2.810311 -0.785295 0.641206 0.16 0.04 -0.09 0.34
H -1.415871 -1.292953 -0.338182 -0.04 0.14 0.05 0.32
H -1.752815 1.480335 1.006193 0.08 -0.11 0.00 0.36
H 0.070321 -0.735294 1.572495 0.01 0.02 -0.10 0.31
H 0.587226 1.913022 0.432989 -0.01 -0.12 0.01 0.38
H 0.697444 0.510002 -1.758416 -0.01 -0.05 0.12 0.36
H 2.931812 -0.479630 -1.516884 -0.10 -0.05 0.17 0.27
H 2.834137 -0.424687 0.321877 -0.22 0.04 -0.09 0.24
```
Positions in Å, forces in eV/Å.

Calculated values
E: -325.82975 Ha
Energy above the lowest of the compared OMol25 structures with the same formula, charge and spin: 283.05 kJ/mol
Spin multiplicity: 1
Orbital gap: 10.4042 eV